Record 1
Computed, not measured: 2 unconnected molecules or ions with the total composition CH5NS, with ωB97M-V with the def2-TZVPD basis set.

Calculated values
E_LUMO (eV): 0.9779
Energy above the lowest of the compared OMol25 structures with the same formula, charge and spin (eV): 0.316
E (eV): -13442.378
SMILES: C=N.S
HOMO level (eV): -9.74
Gap between HOMO and LUMO (eV): 10.713

XYZ file:
```
8
Properties=species:S:1:pos:R:3:forces:R:3:lowdin_charge:R:1
C -1.11311 0.02345 0.77290 0.122 0.323 0.335 -0.1693
N -1.36871 0.70119 -0.26036 -0.009 -0.223 -0.145 0.0186
H -1.28603 -1.04565 0.90452 -0.042 -0.043 -0.134 0.0664
H -0.68234 0.55377 1.62423 -0.020 -0.115 0.039 0.0587
H -1.76050 0.10088 -0.98577 -0.062 0.036 -0.077 0.0382
S 2.63594 -0.29130 -0.45145 -0.195 0.015 -0.154 0.4745
H 2.03206 -0.33944 -1.64797 0.177 -0.079 -0.044 -0.2188
H 1.54268 0.29710 0.04391 0.029 0.086 0.180 -0.2683
```
Positions in Å, forces in eV/Å.

=====

Record 2
Computed, not measured: a single C6H7N molecule at a distorted geometry, with ωB97M-V with the def2-TZVPD basis set.

Calculated values
E_LUMO (eV): 0.6542
Energy above the lowest of the compared OMol25 structures with the same formula, charge and spin (eV): 2.737
E (eV): -7822.910
SMILES: C#C[C@@H](C)CC#N
HOMO level (eV): -10.34
Gap between HOMO and LUMO (eV): 10.996

XYZ file:
```
14
Properties=species:S:1:pos:R:3:forces:R:3:lowdin_charge:R:1
C 2.50342 -0.97081 -0.43936 -0.161 0.089 -0.077 0.1216
C 1.42024 -0.47103 -0.59031 0.711 -0.381 0.777 -0.1085
C 0.20206 0.03749 0.04653 -0.065 0.032 0.115 -0.4178
C 0.04111 1.54629 -0.07489 -0.084 0.082 -0.009 -0.0576
C -1.02216 -0.81266 -0.32206 -0.073 -0.008 -0.080 -0.1485
C -2.06090 -0.62787 0.69654 -0.711 0.170 0.687 -0.2240
N -2.81028 -0.45548 1.56088 0.679 -0.176 -0.901 0.1466
H 3.38899 -1.39812 -0.04056 0.370 -0.127 -0.563 0.0330
H 0.42463 -0.18677 1.09631 -0.271 0.144 -0.021 0.1470
H -0.23571 1.85194 -1.08802 0.003 -0.049 0.101 0.0863
H -0.71530 1.89310 0.63332 -0.009 0.029 -0.150 0.0811
H 0.99315 2.02244 0.18097 -0.204 -0.033 -0.060 0.0864
H -1.39728 -0.55787 -1.31785 -0.062 0.011 0.144 0.1273
H -0.73196 -1.87064 -0.34148 -0.123 0.219 0.037 0.1271
```
Positions in Å, forces in eV/Å.

=====

Record 3
Computed, not measured: 2 unconnected molecules or ions with the total composition C2H5ClN2O2 at a distorted geometry, with ωB97M-V with the def2-TZVPD basis set.

Calculated values
E_LUMO (eV): 0.3236
Energy above the lowest of the compared OMol25 structures with the same formula, charge and spin (eV): 4.245
E (eV): -21745.929
HOMO level (eV): -8.81
Gap between HOMO and LUMO (eV): 9.129

XYZ file:
```
12
Properties=species:S:1:pos:R:3:forces:R:3:lowdin_charge:R:1
C -0.11139 -0.45597 0.19708 -0.150 -2.783 -4.460 -0.4429
C 1.35641 -0.71223 0.45790 -0.413 -3.296 2.585 -0.6221
H -0.53126 1.69333 -1.49201 -0.766 -0.628 2.820 0.1698
H 0.59117 1.32581 0.84461 -1.480 0.136 -1.133 0.1334
H 1.60304 -1.91935 0.48880 -0.687 3.348 0.489 0.1408
H 1.52762 -0.09077 1.44940 0.370 -1.970 -1.602 0.1066
H -2.51384 -0.05380 0.25947 1.466 -3.635 -4.272 0.2771
N -0.24369 0.89789 0.38006 -1.171 0.526 0.163 -0.0947
N -0.84760 -1.37333 -0.54131 0.680 4.373 3.827 0.0227
O -0.98702 1.65561 -0.54778 1.350 0.308 -1.427 -0.0778
O -2.20776 -0.91595 -0.71764 0.070 2.999 3.952 -0.2180
Cl 2.36430 -0.05123 -0.77858 0.731 0.623 -0.942 0.6049
```
Positions in Å, forces in eV/Å.

=====

Record 4
Computed, not measured: a single C35H29N3O3 molecule at a distorted geometry, with ωB97M-V with the def2-TZVPD basis set.

Calculated values
E_LUMO (eV): 0.0481
Energy above the lowest of the compared OMol25 structures with the same formula, charge and spin (eV): 2.124
E (eV): -47372.315
HOMO level (eV): -6.58
Gap between HOMO and LUMO (eV): 6.626

XYZ file:
```
70
Properties=species:S:1:pos:R:3:forces:R:3:lowdin_charge:R:1
C -4.95502 -5.03567 2.91805 -0.054 0.676 0.135 -0.0588
O -5.06618 -3.73744 3.53656 0.153 -0.193 -0.399 -0.0956
C -4.05009 -2.84737 3.36835 0.705 0.000 0.010 -0.2641
C -4.06291 -1.73969 4.24721 0.130 -0.772 -0.421 0.0070
C -2.94961 -0.92491 4.33669 -0.001 0.029 -0.423 -0.0128
C -1.86240 -1.12842 3.47338 -1.148 -0.856 -0.152 -0.1866
N -0.67186 -0.42198 3.70802 2.048 0.651 -0.058 0.0591
C 0.36267 -0.25601 2.81697 -0.938 1.706 1.662 -0.0949
C 0.22532 0.01795 1.37939 1.752 -0.946 -4.566 -0.4122
C 1.26361 -0.60622 0.57447 -3.173 1.171 2.235 -0.0524
C 1.35903 -0.59367 -0.90996 -2.921 -4.052 -1.650 -0.1511
C 2.78942 -0.97377 -1.30201 -0.262 -1.039 -0.419 -0.1567
C 3.10019 -1.34456 -2.60938 0.517 -0.322 -1.110 -0.0517
C 4.41261 -1.68036 -3.00466 -0.365 0.153 -0.213 -0.0746
C 5.43389 -1.75901 -2.06580 -0.747 0.225 0.526 -0.1068
C 5.11667 -1.58008 -0.71970 -0.348 0.347 0.337 -0.0903
C 3.82095 -1.19479 -0.34881 -0.268 0.234 0.661 -0.0419
O -0.67271 0.83315 0.95377 0.958 -0.903 1.642 -0.0607
N 1.38944 0.28129 3.51904 -0.400 -0.625 0.498 -0.0364
C 2.68681 0.66374 2.99689 0.675 0.264 -0.152 0.0000
C 1.03284 0.40662 4.85530 0.215 0.225 -0.435 -0.0142
C -0.24525 0.00344 4.96505 -0.448 -0.416 -0.262 -0.0011
C -1.90367 -2.13536 2.49908 -0.112 0.200 0.392 0.0256
C -2.97936 -3.02036 2.45577 -0.630 0.232 0.609 0.0101
H -5.89761 -5.52156 3.17013 0.194 -0.075 -0.151 0.0919
H -4.84674 -4.94032 1.82923 -0.102 -0.119 0.254 0.0893
H -4.10884 -5.59950 3.33695 -0.168 0.191 -0.110 0.1002
H -4.93126 -1.61508 4.88991 0.250 0.015 -0.052 0.1223
H -2.93759 -0.12972 5.08159 0.017 -0.130 -0.278 0.1129
H 1.80613 -1.47442 1.02897 -0.633 1.036 -0.282 0.1079
H 0.47867 -1.33842 -1.30655 2.614 -1.582 1.905 0.1888
H 2.32238 -1.44040 -3.39287 0.604 0.348 0.719 0.0975
H 4.63005 -1.86444 -4.07465 -0.234 0.036 0.790 0.1112
H 6.44335 -1.95956 -2.33627 0.564 -0.250 -0.333 0.0870
H 5.87309 -1.70397 0.08046 -0.502 0.045 -0.691 0.1069
H 3.59604 -1.11821 0.74399 0.400 0.207 -1.314 0.0818
H 3.15839 1.34149 3.71724 -0.173 -0.163 -0.094 0.0954
H 3.33680 -0.21489 2.87309 -0.285 0.286 -0.003 0.0962
H 2.58965 1.17484 2.02973 -0.128 -0.298 0.272 0.1057
H 1.71142 0.80785 5.59487 -0.126 -0.120 -0.167 0.1291
H -0.89530 -0.03631 5.82556 0.203 -0.126 -0.127 0.1245
H -1.07433 -2.25906 1.80414 -0.137 0.029 0.181 0.1229
H -2.96755 -3.85843 1.75598 0.011 0.389 0.231 0.1104
C 2.27478 3.94537 -2.54715 0.168 0.105 -0.016 -0.0958
C 1.36453 3.74262 -1.50924 0.343 -0.470 0.202 -0.0687
C 0.85797 2.47013 -1.25820 -0.413 0.313 -0.296 -0.0208
C 1.17675 1.43093 -2.12723 -0.647 0.407 -1.137 -0.2075
C 0.40839 0.10042 -2.02933 1.294 5.575 -1.155 -0.2262
C -1.14272 0.38944 -1.83565 -0.669 -2.454 2.113 -0.2513
O -1.76311 -0.46374 -1.18874 0.876 1.994 -1.660 0.0886
C -1.82424 1.58151 -2.51918 0.394 -1.246 0.069 -0.1316
C -1.42854 2.08208 -3.76962 -0.405 0.205 0.470 -0.0119
C -2.18324 3.11751 -4.32017 0.024 -0.068 0.126 -0.0661
C -3.29275 3.62920 -3.64825 0.001 -0.012 0.083 -0.0786
C -3.69688 3.06513 -2.44178 0.089 0.029 -0.118 -0.0784
C -2.98901 2.02175 -1.88901 0.709 -0.393 -0.003 -0.0159
C 0.26339 -0.37194 -3.47375 0.563 -2.887 -0.517 -0.1923
N 0.08582 -0.90975 -4.50214 0.327 1.610 2.274 0.2065
C 2.09790 1.61564 -3.15742 -0.191 0.444 -0.642 -0.0510
C 2.63373 2.88445 -3.37803 0.161 -0.153 0.422 -0.0739
H 2.72325 4.92938 -2.68970 -0.224 -0.215 -0.085 0.0979
H 1.04572 4.55699 -0.87014 0.107 0.081 -0.073 0.1008
H 0.08909 2.30253 -0.49419 0.444 0.060 -0.120 0.1103
H -0.58740 1.65024 -4.31229 -0.262 0.371 0.204 0.1022
H -1.90544 3.52764 -5.28100 0.030 0.010 -0.041 0.1018
H -3.86055 4.46446 -4.05892 0.189 -0.239 -0.008 0.1040
H -4.55878 3.41456 -1.91063 -0.405 0.299 0.007 0.0975
H -3.28344 1.50393 -0.97727 0.003 0.310 -0.128 0.1262
H 2.29579 0.83051 -3.90880 -0.086 0.466 0.677 0.1113
H 3.33782 3.01258 -4.19732 -0.125 0.146 0.157 0.1022
```
Positions in Å, forces in eV/Å.

=====

Record 5
Computed, not measured: a molecular structure, C4H33NO12 at a distorted geometry, with ωB97M-V with the def2-TZVPD basis set.

Calculated values
E_LUMO (alpha / beta) (eV): -2.9452 / -6.1796
Multiplicity: 2
Charge: +1
Energy above the lowest of the compared OMol25 structures with the same formula, charge and spin (eV): 0.000
Expectation value of S²: 0.759
E (eV): -30736.028
HOMO level (alpha / beta) (eV): -13.43 / -13.83
Gap between HOMO and LUMO (alpha / beta) (eV): 10.489 / 7.653

XYZ file:
```
50
Properties=species:S:1:pos:R:3:forces:R:3:mulliken_spin:R:1
C -2.93717 -2.48934 -0.65580 0.658 -0.826 -0.974 0.0224
C -1.87567 -1.81869 -1.45510 -0.123 1.022 0.323 0.3128
C -0.49127 -1.99119 -1.35236 -0.357 -0.139 0.647 0.2135
N 0.12034 -2.63525 -0.36693 -0.492 -1.446 -0.711 0.3054
C -2.35428 -0.85173 -2.46590 1.071 0.579 -1.050 0.0269
H -3.27557 -1.73721 0.06376 -0.907 -0.624 -0.597 0.0238
H -3.65948 -2.80839 -1.41857 -0.550 0.570 0.505 0.0134
H -2.66138 -3.45010 -0.21519 0.335 0.384 0.497 -0.0022
H 0.11992 -1.51566 -2.11106 0.254 -0.365 -0.095 0.0242
H 0.88814 -3.27347 -0.61361 0.810 1.014 -0.020 -0.0026
H -0.39527 -3.01458 0.41675 -0.432 0.299 0.008 -0.0135
H -3.35651 -0.44736 -2.37038 -0.230 -0.609 0.034 0.0027
H -1.70039 0.01620 -2.64215 0.139 -0.171 0.703 0.0099
H -2.16885 -1.34872 -3.43087 -0.783 -0.156 -0.149 0.0457
H -2.99610 1.66978 -0.11443 -0.287 0.206 0.485 0.0001
H -1.58592 1.17081 -0.17893 0.113 -0.488 0.837 0.0007
O -2.34355 1.25472 0.47203 -0.606 4.818 -4.242 0.0015
H -2.43723 0.26275 1.19456 -0.398 -0.362 0.285 0.0003
H -2.48425 -1.28665 1.19610 0.229 0.013 0.776 0.0005
O -2.00962 -0.53197 1.54263 1.307 -4.241 2.333 0.0050
H 3.31804 -1.89722 1.23476 0.290 0.334 -0.291 0.0004
H 2.69772 -1.61181 -0.17410 0.833 0.514 0.015 0.0005
O 2.55941 -2.04446 0.66696 -0.838 -0.677 0.161 0.0034
H 1.56768 0.68516 -2.15525 0.139 0.760 -0.323 -0.0006
H 3.06157 0.91614 -2.72293 -0.407 0.271 -0.169 0.0000
O 2.49325 0.41869 -2.13250 0.231 -1.059 0.611 0.0000
H 1.71636 2.57823 2.58506 0.620 0.481 0.285 0.0000
H 1.83257 1.39238 1.80130 0.582 -0.360 -0.066 -0.0001
O 2.39472 2.16390 2.02951 -1.239 -0.270 -0.133 0.0000
H -2.97803 2.08475 3.79067 0.305 0.112 0.350 0.0000
H -2.71598 2.18940 2.32577 0.364 0.038 0.152 0.0002
O -2.26836 2.31157 3.17818 -0.643 -0.205 -0.386 0.0000
H 0.10260 1.81347 -0.46026 0.814 0.194 -0.691 0.0003
H 0.46721 0.31528 -0.42616 -0.261 0.281 0.385 0.0022
O -0.03882 0.95092 -0.95117 -0.561 -0.169 -0.107 0.0067
H 4.04208 0.87927 0.08388 -0.012 0.016 -0.092 0.0000
H 4.73477 0.19011 1.23454 0.243 0.180 0.479 0.0000
O 4.54112 0.08551 0.30623 -0.234 -0.123 -0.345 0.0000
H -1.05452 3.39325 2.06147 -0.244 0.397 -0.023 0.0000
H -0.25380 4.63196 2.34124 -0.166 0.333 -0.082 0.0000
O -0.82593 4.25330 1.66118 0.343 -0.447 0.363 0.0000
H 2.19180 -3.46970 -2.84407 0.326 0.101 -0.013 0.0002
H 2.97779 -2.69918 -1.73984 0.265 -0.050 -0.372 0.0002
O 2.41132 -3.45743 -1.90595 -0.580 -0.170 0.139 0.0000
H -0.12376 -0.47972 1.68136 -0.264 0.150 0.029 -0.0002
H 1.26097 -0.71405 0.96167 0.127 -0.425 0.843 -0.0053
O 0.77438 -0.12729 1.56430 0.189 0.272 -0.407 0.0014
H 0.28250 3.81691 0.34510 0.077 -0.063 -0.151 0.0000
H 1.56742 2.98972 0.38567 0.374 0.047 0.155 0.0000
O 0.86806 3.26699 -0.22117 -0.424 0.059 0.087 0.0002
```
Positions in Å, forces in eV/Å.

=====

Record 6
Computed, not measured: a single C5H9NO molecule at a distorted geometry, with ωB97M-V with the def2-TZVPD basis set.

Calculated values
E_LUMO (eV): 0.8803
Energy above the lowest of the compared OMol25 structures with the same formula, charge and spin (eV): 2.938
E (eV): -8866.275
SMILES: CC(=O)[C@H]1CN1C
HOMO level (eV): -9.18
Gap between HOMO and LUMO (eV): 10.064

XYZ file:
```
16
Properties=species:S:1:pos:R:3:forces:R:3:lowdin_charge:R:1
C 0.97944 -0.53934 1.37311 0.144 -0.194 0.139 -0.0168
C 0.78024 0.80831 0.76117 0.001 -0.004 0.189 -0.4556
O 0.72170 1.82865 1.41700 0.324 -0.463 -0.117 0.0850
C 0.50926 0.92488 -0.68996 -0.430 0.251 0.140 -0.1731
C 0.02392 -0.00752 -1.72198 0.124 -0.264 -0.354 -0.1431
N -0.97971 0.59040 -0.87746 -0.012 0.095 -0.251 -0.0596
C -1.66377 -0.43013 -0.02881 -0.100 0.097 0.033 -0.0991
H 0.20229 -0.71532 2.12133 0.199 -0.041 -0.005 0.0919
H 1.95272 -0.50652 1.86252 -0.008 -0.187 0.125 0.0943
H 0.96914 -1.32932 0.62002 0.073 0.049 0.213 0.0726
H 0.95052 1.84824 -1.08635 -1.105 0.143 0.255 0.1430
H 0.01426 0.46121 -2.70116 0.288 -0.349 -0.154 0.1108
H 0.17104 -1.08338 -1.71409 0.006 0.044 0.138 0.1089
H -1.16211 -1.41125 0.02803 0.034 0.393 -0.057 0.0707
H -1.89640 -0.11923 0.99774 0.269 0.322 -0.303 0.0855
H -2.63006 -0.60728 -0.51490 0.192 0.107 0.008 0.0844
```
Positions in Å, forces in eV/Å.